1.
Here is a gas-phase ion, C8H12NO2 (charge +1) in a non-equilibrium geometry from the OMol25 dataset. Energies are from the ωB97M-V functional and the def2-TZVPD basis.

Element x y z (Å)
C: -2.912 0.053 0.579
C: -2.963 -1.200 -0.004
C: -1.624 0.495 0.487
C: -0.877 -0.597 -0.183
C: -0.734 1.512 0.969
C: 0.686 1.092 0.525
C: 0.563 -0.315 -0.210
C: 1.566 -1.321 0.196
N: 0.896 -0.034 -1.724
O: -1.728 -1.629 -0.362
O: 1.411 -1.596 1.579
H: -3.850 0.404 0.942
H: -3.775 -1.965 -0.164
H: -0.779 2.591 0.553
H: -0.602 1.677 2.114
H: 1.060 1.750 -0.116
H: 1.336 0.937 1.424
H: 2.523 -0.995 0.151
H: 1.361 -2.190 -0.337
H: 1.716 0.507 -1.869
H: 0.167 0.274 -2.304
H: 1.001 -0.880 -2.294
H: 0.563 -1.529 2.022

Atomic forces in eV per Å
-2.25 -1.93 -0.86
-0.16 -0.90 0.41
2.59 -3.34 -1.88
-2.95 3.51 3.41
2.49 3.93 1.68
-1.39 -4.50 2.88
-0.46 1.73 -1.21
-3.40 -0.58 2.99
0.63 -2.05 -0.61
0.52 -0.06 -0.97
1.13 -0.16 0.53
-0.06 0.92 0.43
1.07 1.22 0.28
-0.95 -1.63 0.64
-1.12 -0.50 -1.82
1.95 2.90 -2.51
-0.33 0.24 -1.03
3.08 1.02 -0.79
0.16 -1.88 -1.26
1.01 0.82 -0.14
-1.92 1.98 -0.16
0.88 -0.78 0.73
-0.53 0.03 -0.73

Values from the calculation:
HOMO energy	-12.5	eV
net charge	+1
structure (SMILES)	[NH3+][C@@]1(CO)CCc2ccoc21
largest force on an atom	0.111	Eh/bohr

Löwdin atomic charge list, values in e, 2 entries:
1. C 0.01
2. C -0.04

2.
Here is a gas-phase ion, C6H12ClO3S (charge -1) in a non-equilibrium geometry from the OMol25 dataset. Energies are from the ωB97M-V functional and the def2-TZVPD basis.

Element x y z (Å)
C: 4.722 0.445 0.437
C: -1.749 -0.734 -0.423
C: 0.192 0.889 -1.172
C: -0.620 0.715 1.074
C: 0.811 -1.184 0.269
C: -0.410 -0.156 -0.158
O: 3.786 -2.233 0.393
O: 3.063 -0.847 -1.399
O: 1.922 -0.452 0.796
S: 3.346 -0.901 0.038
Cl: 3.834 1.874 -0.167
H: 4.804 0.659 1.550
H: -2.335 -1.250 0.285
H: -1.778 -1.327 -1.300
H: -2.377 0.130 -0.812
H: 0.059 0.635 -2.271
H: -0.392 1.839 -1.033
H: 1.209 1.190 -0.949
H: -1.223 1.667 0.917
H: 0.348 1.106 1.533
H: -1.106 0.193 1.858
H: 1.356 -1.691 -0.607
H: 0.453 -1.833 1.099

Atomic forces in eV per Å
-1.43 -1.51 0.35
-0.94 1.78 -3.12
-2.05 0.18 -1.27
1.21 2.34 1.17
-0.51 0.19 -1.14
3.43 1.05 1.73
-0.54 0.03 1.22
-0.27 0.59 0.84
0.53 -0.21 0.11
2.75 1.35 -0.92
-0.05 1.23 -0.24
-0.55 -0.79 -0.95
-0.07 -0.44 1.53
0.33 -1.14 -1.03
0.39 -0.64 0.82
0.46 -0.05 1.26
0.26 -0.74 -0.26
0.23 -0.57 0.01
0.46 -1.26 -0.27
-0.98 -0.59 -0.78
-0.58 -0.75 0.89
-2.23 -0.03 0.85
0.13 -0.02 -0.78

Values from the calculation:
HOMO energy	-3.6	eV
net charge	-1
structure (SMILES)	CC(C)(C)CO[S@@](=O)([O-])=CCl
largest force on an atom	0.077	Eh/bohr

Löwdin atomic charge list, values in e, 2 entries:
1. C -0.67
2. C -0.08

3.
Here is C6H9N in the gas phase from the OMol25 dataset. Energies are from the ωB97M-V functional and the def2-TZVPD basis.

Element x y z (Å)
C: -0.627 2.008 0.766
N: 0.028 0.788 0.374
C: -0.776 -0.333 -0.010
C: -0.297 -0.868 -1.341
C: 1.143 -1.218 -1.020
C: 1.423 -1.152 0.285
C: 0.286 -0.508 1.020
H: -1.393 1.956 1.557
H: 0.118 2.769 1.012
H: -1.120 2.345 -0.156
H: -1.822 -0.363 0.301
H: -0.391 -0.072 -2.091
H: -0.854 -1.745 -1.694
H: 1.869 -1.430 -1.798
H: 2.366 -1.442 0.735
H: 0.047 -0.737 2.060

Atomic forces in eV per Å
-0.10 0.17 0.14
-0.06 0.12 -0.18
-0.23 -0.02 -0.22
-0.03 -0.06 -0.01
0.07 -0.13 0.11
-0.01 -0.01 -0.20
0.10 -0.02 0.13
0.18 -0.16 0.01
-0.10 -0.12 0.20
-0.05 0.11 0.27
0.14 0.06 -0.16
0.09 -0.22 0.00
0.09 0.11 0.03
-0.09 -0.28 0.11
-0.06 0.18 -0.03
0.06 0.29 -0.20

Values from the calculation:
HOMO energy	-8.6	eV
structure (SMILES)	CN1[C@@H]2C=CC[C@@H]21
largest force on an atom	0.007	Eh/bohr

Löwdin atomic charge list, values in e, 2 entries:
1. C -0.10
2. N -0.11

4.
Here is C9H12FN3 in the gas phase in a non-equilibrium geometry from the OMol25 dataset. Energies are from the ωB97M-V functional and the def2-TZVPD basis.

Element x y z (Å)
C: -0.867 0.359 -3.395
C: -0.155 -0.056 -1.144
C: 1.112 0.061 -0.174
C: 0.805 -0.077 1.270
C: -0.473 -0.454 1.755
C: -0.696 -0.711 3.121
C: 0.343 -0.613 4.017
C: 1.607 -0.227 3.558
C: 1.777 0.034 2.225
H: -2.765 1.011 -3.485
H: -1.991 1.122 -1.969
H: -1.402 0.493 -5.327
H: 0.969 -0.100 -3.008
H: -1.022 0.516 -0.542
H: -0.661 -1.062 -1.235
H: 1.822 1.018 -0.371
H: 1.784 -0.701 -0.635
H: -1.373 -0.603 1.055
H: -1.693 -1.094 3.422
H: 0.149 -0.708 5.105
H: 2.358 -0.063 4.270
N: -1.983 0.837 -2.914
N: -0.670 0.199 -4.655
N: 0.167 0.411 -2.567
F: 2.856 0.407 1.625

Atomic forces in eV per Å
-0.11 1.55 -4.76
-0.71 1.08 1.18
0.99 1.02 -3.11
-3.43 -1.56 0.44
-0.88 -0.31 -0.75
-0.81 -0.53 -0.92
0.03 0.51 0.63
-0.95 0.10 0.09
-1.75 -0.48 -0.31
-0.61 0.08 -0.51
-0.44 0.43 0.61
0.30 -0.41 1.18
-0.88 0.68 0.80
1.92 -0.39 -1.98
1.17 0.52 0.50
-2.30 -1.71 0.25
-0.11 -0.01 1.15
1.65 0.24 1.11
0.77 0.54 -0.09
0.33 -0.20 -0.88
1.21 0.14 0.65
-2.45 0.38 1.83
0.64 -0.82 -0.96
2.39 -1.75 3.56
4.02 0.91 0.30

Values from the calculation:
HOMO energy	-8.5	eV
structure (SMILES)	[H]/N=C(\N)NCCc1ccccc1F
largest force on an atom	0.097	Eh/bohr

Löwdin atomic charge list, values in e, 2 entries:
1. C -0.71
2. C -0.17

5.
Here is C2H5IN2 in the gas phase in a non-equilibrium geometry from the OMol25 dataset. Energies are from the ωB97M-V functional and the def2-TZVPD basis.

Element x y z (Å)
C: -1.027 -0.104 -0.500
C: 0.628 0.182 -0.803
N: -0.068 0.604 0.390
N: 0.424 0.003 1.522
I: 1.436 1.609 -2.138
H: -1.789 0.474 -0.844
H: -1.114 -1.177 -0.432
H: 1.024 -0.848 -0.973
H: 0.388 -1.040 1.351
H: 0.098 0.298 2.427

Atomic forces in eV per Å
5.42 0.04 0.71
-3.79 -0.35 -0.31
0.09 -0.56 -1.64
1.03 -2.84 0.05
-0.20 -0.26 0.30
-1.93 1.45 -1.14
-0.30 -0.16 0.37
0.21 1.08 0.80
0.09 1.41 1.13
-0.63 0.19 -0.27

Values from the calculation:
HOMO energy	-9.0	eV
structure (SMILES)	NN1C[C@H]1I
largest force on an atom	0.106	Eh/bohr

Löwdin atomic charge list, values in e, 2 entries:
1. C -0.06
2. C -0.75

6.
Here is a molecular structure, C22H12F5INOPt from the OMol25 dataset. Energies are from the ωB97M-V functional and the def2-TZVPD basis.

Element x y z (Å)
Pt: 0.253 -0.532 0.503
C: -2.665 -2.864 2.329
C: -3.860 -2.604 1.672
C: -3.872 -1.682 0.646
C: -2.719 -0.995 0.231
C: -1.503 -1.262 0.897
C: -1.517 -2.196 1.946
C: -2.827 -0.030 -0.899
C: -4.089 0.248 -1.517
C: -4.173 1.137 -2.541
C: -3.007 1.790 -3.003
C: -2.992 2.727 -4.058
C: -1.814 3.307 -4.445
C: -0.609 2.970 -3.795
C: -0.599 2.065 -2.769
C: -1.805 1.456 -2.346
N: -1.743 0.571 -1.322
H: -2.625 -3.582 3.139
H: -4.774 -3.110 1.958
H: -4.819 -1.504 0.157
H: -0.593 -2.389 2.474
H: -4.991 -0.238 -1.181
H: -5.127 1.353 -3.009
H: -3.924 2.977 -4.553
H: -1.801 4.027 -5.254
H: 0.316 3.432 -4.118
H: 0.310 1.779 -2.255
I: 0.979 0.460 3.785
C: -0.091 0.859 1.892
H: 0.302 1.841 1.623
H: -1.111 0.983 2.250
F: 6.109 -2.864 -1.699
C: 4.792 -2.625 -1.541
C: 3.849 -3.510 -2.041
F: 4.267 -4.607 -2.693
C: 2.499 -3.281 -1.877
F: 1.628 -4.168 -2.387
C: 2.006 -2.153 -1.187
O: 0.755 -1.901 -1.029
C: 3.004 -1.278 -0.715
F: 2.583 -0.135 -0.101
C: 4.354 -1.496 -0.875
F: 5.246 -0.615 -0.398

Atomic forces in eV per Å
0.13 0.21 -0.09
0.02 0.00 0.00
0.01 0.00 0.02
-0.02 0.02 -0.03
0.05 -0.14 0.12
-0.16 -0.09 0.07
-0.07 0.02 0.02
0.05 0.16 -0.09
-0.07 0.03 -0.05
-0.02 -0.04 0.04
0.08 -0.04 0.07
0.05 0.06 -0.06
-0.10 0.01 -0.03
0.07 -0.05 0.07
0.01 0.05 -0.06
0.00 0.03 -0.03
-0.09 -0.11 0.05
-0.01 0.01 0.01
0.00 0.00 -0.01
0.01 0.00 -0.01
0.00 0.00 0.01
0.00 0.01 0.01
0.00 0.00 0.01
0.01 0.00 0.00
-0.01 0.00 0.00
0.00 0.00 0.01
0.00 0.01 0.00
0.00 -0.02 -0.02
-0.02 0.04 0.05
0.03 -0.01 0.00
0.00 -0.02 -0.01
0.00 0.00 0.00
-0.03 -0.06 -0.04
0.05 0.04 0.01
0.00 -0.01 0.00
-0.04 0.02 0.06
0.01 -0.01 0.00
0.07 0.29 0.02
-0.19 -0.36 -0.10
0.06 -0.18 -0.15
0.09 0.06 0.10
0.02 0.10 0.05
0.00 -0.01 -0.01

Values from the calculation:
HOMO energy	-4.6	eV
net charge	-1
largest force on an atom	0.008	Eh/bohr

Löwdin atomic charge list, values in e, 2 entries:
1. Pt 0.97
2. C -0.10